Formula: C24H25N3O6
Source: the OMol25 dataset
Level of theory: ωB97M-V with the def2-TZVPD basis set

Element x y z (Å)
C (5.706, 2.582, -6.363)
O (5.124, 2.971, -5.143)
C (4.404, 2.049, -4.445)
C (4.200, 0.732, -4.835)
C (3.430, -0.097, -4.036)
C (2.865, 0.353, -2.856)
N (2.069, -0.512, -2.093)
C (0.876, -0.244, -1.528)
O (0.267, 0.806, -1.601)
C (0.375, -1.494, -0.784)
O (1.066, -2.505, -0.814)
C (-0.874, -1.395, -0.079)
C (-1.760, -0.334, -0.063)
N (-2.807, -0.601, 0.745)
C (-3.885, 0.302, 1.045)
C (-4.102, 0.473, 2.558)
O (-5.179, 0.202, 3.053)
N (-3.066, 0.925, 3.289)
C (-1.745, 1.316, 2.845)
C (-0.713, 0.339, 3.428)
O (-0.795, 0.307, 4.833)
C (-2.082, -0.079, 5.261)
C (-3.150, 0.888, 4.738)
C (-2.647, -1.860, 1.287)
C (-3.454, -2.567, 2.169)
C (-3.021, -3.820, 2.554)
C (-1.824, -4.357, 2.075)
C (-1.025, -3.661, 1.194)
C (-1.439, -2.396, 0.790)
C (3.111, 1.674, -2.430)
O (2.626, 2.020, -1.215)
C (2.755, 3.355, -0.794)
C (3.862, 2.507, -3.243)
H (6.434, 1.777, -6.222)
H (4.949, 2.265, -7.087)
H (6.217, 3.466, -6.741)
H (4.620, 0.342, -5.747)
H (3.255, -1.118, -4.342)
H (2.355, -1.486, -2.007)
H (-1.685, 0.587, -0.609)
H (-4.829, -0.091, 0.649)
H (-3.686, 1.269, 0.576)
H (-1.665, 1.348, 1.763)
H (-1.542, 2.317, 3.245)
H (0.300, 0.663, 3.184)
H (-0.881, -0.667, 3.016)
H (-2.056, -0.074, 6.351)
H (-2.307, -1.096, 4.904)
H (-4.149, 0.555, 5.018)
H (-2.968, 1.892, 5.135)
H (-4.380, -2.159, 2.540)
H (-3.622, -4.398, 3.240)
H (-1.525, -5.341, 2.404)
H (-0.102, -4.072, 0.816)
H (2.276, 4.043, -1.496)
H (2.245, 3.409, 0.167)
H (3.805, 3.636, -0.664)
H (4.066, 3.528, -2.970)

Force components x, y, z for each atom (eV/Å):
C 0.0904 -0.0695 -0.1901
O -0.1796 0.0255 0.3025
C -0.0953 -0.1326 0.1139
C 0.2767 0.2133 -0.2369
C -0.1752 0.1990 0.3289
C -0.0180 0.3593 -0.1975
N 0.1764 -0.5239 0.1665
C 0.2999 0.1374 -0.3436
O -0.1376 -0.1237 -0.0221
C 0.1165 -0.2539 0.0303
O -0.3525 0.2609 0.1069
C -0.3405 0.0919 0.1741
C 0.3428 -0.0950 -0.2501
N 0.1352 0.0635 -0.1789
C -0.5410 0.0712 0.1249
C 0.0551 0.1795 -0.3167
O -0.3605 -0.1710 -0.0835
N 0.1012 0.1142 0.2554
C 0.4697 -0.1407 0.0156
C -0.0117 0.1593 -0.3478
O 0.1381 0.0779 0.1167
C -0.3230 0.1241 0.0769
C 0.0197 -0.3181 0.3339
C 0.4030 -0.6850 0.0317
C -0.1336 0.0579 0.0505
C -0.0674 0.0329 0.0338
C 0.0813 -0.1013 0.0168
C 0.0036 -0.0592 0.0357
C -0.2437 0.2089 0.0339
C 0.0834 -0.1628 -0.0907
O 0.1861 -0.3387 -0.2671
C 0.0492 0.2272 0.0835
C 0.0045 0.1367 0.0088
H -0.0386 0.0202 -0.0072
H 0.0283 -0.0013 0.0321
H -0.0219 -0.0925 -0.0143
H 0.0540 -0.0014 -0.0955
H -0.0661 -0.0944 -0.0347
H -0.0841 0.2749 0.0876
H -0.0193 0.1619 -0.0061
H 0.1587 0.1327 0.1109
H 0.0334 -0.1167 0.0056
H -0.0273 0.0592 0.0539
H 0.0066 -0.0563 -0.1040
H -0.0493 -0.0260 -0.0579
H 0.0160 0.0817 -0.0132
H -0.0674 -0.0402 -0.0462
H -0.0045 0.0697 0.0398
H 0.1169 0.0800 0.0116
H -0.0271 -0.0407 0.0019
H -0.1207 0.0450 0.0514
H -0.0649 -0.0346 0.0510
H 0.0372 -0.0827 0.0194
H 0.0669 -0.0483 -0.0241
H 0.0187 -0.0246 0.0091
H 0.0518 0.0476 -0.0602
H -0.0568 0.0039 -0.0128
H 0.0063 0.1175 0.0854

Results
Energy (Eh): -1545.2792
HOMO-LUMO gap (eV): 8.03

Results of the Löwdin charge analysis, in e, for atoms 1 through 6:
1 C -0.0903
2 O -0.0819
3 C -0.2735
4 C -0.0300
5 C -0.0070
6 C -0.1579

Formula: C24H25N4O2PdSbSe4
Source: the OMol25 dataset
Level of theory: ωB97M-V with the def2-TZVPD basis set

Element x y z (Å)
Pd (1.696, 0.372, 1.190)
N (4.377, -3.367, 0.913)
C (5.115, -3.047, -0.182)
O (6.040, -3.726, -0.583)
C (4.716, -1.774, -0.867)
C (5.683, -0.971, -1.451)
C (5.296, 0.245, -1.991)
C (3.957, 0.605, -1.918)
N (3.014, -0.178, -1.400)
C (3.395, -1.351, -0.908)
H (4.665, -4.178, 1.432)
H (3.767, -2.697, 1.357)
H (6.715, -1.297, -1.452)
H (6.017, 0.915, -2.438)
H (3.634, 1.573, -2.289)
H (2.605, -1.967, -0.486)
Se (1.525, -1.619, 2.658)
Sb (2.293, 0.326, 3.963)
Se (0.782, 1.977, 4.765)
Se (3.581, -0.795, 5.821)
Se (3.860, 0.875, 2.149)
C (1.716, 2.550, 0.636)
C (0.421, 2.666, 0.044)
C (0.226, 2.365, -1.318)
C (-1.003, 2.564, -1.907)
C (-2.063, 3.058, -1.146)
C (-1.898, 3.323, 0.212)
C (-0.670, 3.119, 0.809)
H (1.896, 3.028, 1.591)
H (2.566, 2.547, -0.040)
H (1.055, 1.959, -1.887)
H (-1.147, 2.334, -2.954)
H (-3.024, 3.228, -1.612)
H (-2.727, 3.697, 0.798)
H (-0.520, 3.314, 1.866)
C (-4.614, -1.434, 0.929)
N (-3.491, -0.514, 0.984)
N (-2.357, -0.790, 0.230)
C (-1.255, -0.214, 0.845)
O (-0.142, -0.243, 0.288)
C (-1.723, 0.320, 2.083)
C (-3.065, 0.100, 2.125)
C (-4.034, 0.372, 3.222)
C (-2.472, -1.043, -1.165)
C (-3.533, -0.517, -1.889)
C (-3.616, -0.762, -3.251)
C (-2.631, -1.503, -3.888)
C (-1.573, -2.019, -3.152)
C (-1.495, -1.808, -1.785)
H (-4.569, -1.981, -0.009)
H (-5.547, -0.874, 0.957)
H (-4.588, -2.149, 1.754)
H (-1.123, 0.831, 2.819)
H (-3.561, 0.998, 3.974)
H (-4.347, -0.557, 3.702)
H (-4.925, 0.878, 2.851)
H (-4.279, 0.081, -1.384)
H (-4.446, -0.360, -3.817)
H (-2.692, -1.684, -4.953)
H (-0.804, -2.601, -3.644)
H (-0.677, -2.201, -1.199)

Force components x, y, z for each atom (eV/Å):
Pd -0.2142 -0.0522 -0.8235
N 0.0169 0.0318 -0.1977
C -0.0133 -0.0113 0.1033
O 0.0743 -0.0092 -0.0685
C -0.0334 -0.0890 0.0573
C -0.0423 0.0499 0.0030
C -0.0061 -0.0238 0.0469
C 0.0904 -0.0368 0.0080
N -0.1126 0.1828 -0.1697
C -0.0832 0.0151 0.2516
H -0.0062 0.0066 0.0400
H -0.0112 0.0104 0.0806
H 0.0061 -0.0126 -0.0053
H 0.0040 0.0067 -0.0042
H -0.0134 -0.0235 -0.0315
H 0.0619 0.0000 -0.0655
Se -0.2309 -0.2004 -0.1000
Sb 0.2252 -0.0828 0.7798
Se -0.0732 0.0666 0.0638
Se -0.0066 0.0917 0.0800
Se 0.1980 0.1039 -0.1213
C 0.0906 0.0830 -0.0410
C 0.0943 0.0254 0.0660
C 0.0079 -0.0218 -0.0513
C -0.0434 -0.0129 0.0452
C -0.0270 -0.0800 0.0382
C 0.0127 0.0056 -0.0810
C -0.0204 0.0515 0.0484
H -0.0813 -0.0366 -0.0124
H 0.0097 -0.1259 0.0607
H -0.0129 -0.0004 0.0082
H -0.0092 0.0076 0.0083
H -0.0457 0.0012 -0.0263
H -0.0163 -0.0118 -0.0041
H -0.0023 0.0028 -0.0382
C 0.0300 -0.1355 0.0693
N 0.1210 0.2919 -0.1501
N -0.0261 -0.0232 0.0141
C -0.2754 -0.3529 0.0306
O 0.2845 0.2333 -0.0081
C 0.0200 0.0345 -0.1166
C -0.1622 -0.1109 0.1139
C 0.1006 0.0705 0.0347
C 0.0989 0.0588 0.1401
C -0.0169 0.0306 -0.0226
C 0.0280 -0.0024 -0.0366
C -0.0419 0.0073 0.0478
C 0.0100 -0.0270 -0.0031
C 0.0301 0.0436 -0.0557
H -0.0286 0.0232 0.0212
H -0.0121 -0.0053 0.0319
H 0.0169 -0.0085 -0.0066
H 0.0472 -0.0457 0.0161
H -0.0074 -0.0148 0.0112
H -0.0051 -0.0126 -0.0010
H -0.0076 0.0030 -0.0206
H -0.0143 0.0520 -0.0347
H 0.0046 0.0033 0.0082
H 0.0088 -0.0011 -0.0100
H 0.0047 -0.0031 0.0047
H 0.0056 -0.0205 -0.0261

Results
Energy (Eh): -11272.9389
Multiplicity: 3
HOMO-LUMO gap (spin up / spin down) (eV): 7.26 / 5.36

Results of the Löwdin charge analysis, in e, for atoms 1 through 6:
1 Pd 0.2861
2 N 0.1810
3 C -0.5048
4 O 0.0585
5 C -0.1289
6 C 0.0061

Formula: C24H25N4S2Sr
Source: the OMol25 dataset
Level of theory: ωB97M-V with the def2-TZVPD basis set

Element x y z (Å)
Sr (-0.670, 0.380, 1.103)
C (-0.619, 1.483, -1.982)
C (0.435, 2.407, -1.435)
C (1.034, 3.379, -2.269)
C (1.965, 4.214, -1.733)
C (2.320, 4.107, -0.370)
C (3.275, 4.976, 0.207)
C (3.573, 4.835, 1.532)
C (2.948, 3.845, 2.308)
C (2.009, 2.960, 1.804)
S (1.313, 1.764, 2.877)
C (1.686, 3.105, 0.403)
N (0.758, 2.279, -0.168)
H (-0.781, 1.654, -3.046)
H (-1.570, 1.640, -1.463)
H (-0.338, 0.433, -1.852)
H (0.742, 3.447, -3.308)
H (2.446, 4.974, -2.340)
H (3.745, 5.733, -0.409)
H (4.299, 5.489, 2.000)
H (3.203, 3.755, 3.357)
S (-6.488, -1.418, 1.826)
C (-5.061, -0.492, 1.326)
C (-4.313, -0.938, 0.293)
C (-3.095, -0.250, -0.069)
N (-2.902, 1.034, 0.445)
C (-3.662, 1.416, 1.491)
C (-4.706, 0.705, 2.011)
C (-7.791, -0.255, 1.589)
C (-8.962, -0.393, 2.329)
C (-10.007, 0.485, 2.099)
N (-9.967, 1.480, 1.215)
C (-8.836, 1.607, 0.520)
C (-7.735, 0.778, 0.657)
H (-4.623, -1.806, -0.267)
H (-2.701, -0.409, -1.064)
H (-3.408, 2.385, 1.914)
H (-5.286, 1.074, 2.845)
H (-9.051, -1.167, 3.081)
H (-10.927, 0.388, 2.668)
H (-8.806, 2.421, -0.196)
H (-6.847, 0.936, 0.062)
C (-0.398, -3.433, -0.139)
C (-1.792, -2.776, -0.164)
C (-2.718, -3.695, 0.670)
C (-2.256, -2.805, -1.638)
N (-1.653, -1.455, 0.391)
H (-0.423, -4.459, -0.525)
H (-0.025, -3.451, 0.887)
H (0.296, -2.844, -0.744)
H (-2.757, -4.716, 0.270)
H (-3.733, -3.312, 0.716)
H (-2.339, -3.734, 1.694)
H (-2.257, -3.822, -2.045)
H (-1.578, -2.191, -2.239)
H (-3.262, -2.410, -1.762)

Force components x, y, z for each atom (eV/Å):
Sr 1.0238 0.8503 0.8963
C -0.0132 0.0277 -0.0393
C 0.0147 0.0101 -0.1000
C -0.0112 0.0059 0.0407
C -0.0130 -0.0224 0.0193
C 0.0595 0.0852 -0.0463
C -0.0252 -0.0327 0.0011
C -0.0143 -0.0209 0.0192
C 0.0405 0.0448 0.0067
C -0.0444 -0.1018 -0.0181
S 0.0108 0.0476 -0.1997
C -0.0584 -0.0623 0.0993
N 0.0488 -0.0156 0.0256
H 0.0275 -0.0139 -0.0122
H 0.0265 0.0049 0.0190
H -0.0043 0.0001 0.0093
H -0.0013 -0.0033 0.0006
H 0.0028 0.0015 0.0020
H 0.0010 0.0020 0.0009
H 0.0015 -0.0010 0.0012
H 0.0007 -0.0005 -0.0003
S -0.0076 -0.0053 0.1114
C -0.0043 -0.2845 -0.4134
C -0.7671 0.1721 0.0369
C 1.5130 -1.9684 -0.0661
N -0.1533 0.5757 -0.0673
C 0.0076 -0.1277 -0.0503
C 0.0062 0.3242 0.3496
C 0.0572 -0.0269 -0.0672
C -0.0329 -0.0056 -0.0246
C 0.0243 -0.0338 0.0216
N -0.0212 0.0349 -0.0234
C 0.0013 -0.0199 0.0143
C 0.0111 0.0211 0.0608
H -0.0581 -0.0054 -0.0384
H -0.7767 0.5686 -0.4475
H -0.0199 0.0073 0.0053
H 0.0066 0.0064 -0.0095
H -0.0009 -0.0051 -0.0039
H -0.0041 0.0037 -0.0025
H 0.0002 0.0012 -0.0002
H 0.0242 -0.0067 -0.0062
C -0.0258 0.1056 0.0359
C -0.2293 -0.1096 -0.0072
C 0.0904 -0.0781 0.0022
C 0.0291 0.0332 0.0172
N -0.7129 0.0150 -0.1485
H -0.0164 0.0315 0.0230
H 0.0147 -0.0137 0.0018
H 0.0101 -0.0088 -0.0165
H 0.0254 0.0194 -0.0018
H -0.0238 -0.0332 0.0131
H 0.0029 -0.0073 -0.0058
H 0.0487 0.0010 0.0488
H -0.0004 -0.0126 -0.0390
H -0.0911 0.0262 -0.0274

Results
Energy (Eh): -1975.7173
HOMO-LUMO gap (eV): 5.69
Total charge: -1

Results of the Löwdin charge analysis, in e, for atoms 1 through 6:
1 Sr 1.2702
2 C -0.0472
3 C -0.3253
4 C -0.0271
5 C -0.0185
6 C -0.1729

Formula: C24H25N5OPdS
Source: the OMol25 dataset
Level of theory: ωB97M-V with the def2-TZVPD basis set

Element x y z (Å)
Pd (0.757, -1.105, 0.457)
N (4.283, -0.395, 2.855)
C (3.094, -0.733, 2.302)
S (2.996, -0.685, 0.545)
N (2.084, -0.994, 3.059)
N (0.913, -1.289, 2.394)
C (-0.049, -1.748, 3.149)
C (-1.330, -2.193, 2.755)
C (-2.286, -2.433, 3.771)
C (-3.547, -2.858, 3.455)
C (-3.885, -3.069, 2.108)
C (-2.981, -2.850, 1.096)
C (-1.676, -2.429, 1.401)
O (-0.807, -2.322, 0.421)
H (5.112, -0.416, 2.286)
H (4.404, -0.583, 3.839)
H (0.203, -1.772, 4.206)
H (-2.003, -2.269, 4.804)
H (-4.276, -3.037, 4.231)
H (-4.879, -3.419, 1.860)
H (-3.234, -3.041, 0.062)
N (0.692, -0.967, -1.571)
C (0.575, -1.085, -2.706)
C (0.434, -1.227, -4.116)
C (1.426, -1.898, -4.835)
C (1.275, -2.042, -6.201)
C (0.151, -1.525, -6.834)
C (-0.833, -0.859, -6.111)
C (-0.700, -0.705, -4.745)
H (2.292, -2.301, -4.327)
H (2.030, -2.561, -6.774)
H (0.038, -1.644, -7.903)
H (-1.704, -0.464, -6.616)
H (-1.460, -0.195, -4.168)
C (1.922, 2.632, -0.620)
N (1.894, 3.081, 0.805)
C (1.363, 4.474, 0.899)
C (1.204, 2.087, 1.736)
C (-0.165, 1.699, 1.269)
C (-1.205, 2.611, 1.494)
C (-2.486, 2.404, 1.017)
C (-2.757, 1.262, 0.285)
C (-1.770, 0.302, 0.096)
C (-0.510, 0.512, 0.622)
H (2.510, 3.345, -1.192)
H (0.900, 2.608, -0.988)
H (2.369, 1.644, -0.669)
H (2.861, 3.115, 1.133)
H (0.356, 4.492, 0.496)
H (2.006, 5.125, 0.312)
H (1.365, 4.789, 1.940)
H (1.170, 2.571, 2.711)
H (1.870, 1.236, 1.790)
H (-0.995, 3.499, 2.077)
H (-3.262, 3.131, 1.214)
H (-3.744, 1.087, -0.123)
H (-2.006, -0.597, -0.451)

Force components x, y, z for each atom (eV/Å):
Pd 0.0850 -0.2001 0.0600
N -0.0548 0.0444 0.0177
C 0.0449 -0.0183 -0.0565
S -0.0696 0.1019 -0.0415
N -0.0039 0.0003 0.0445
N -0.0383 -0.0253 -0.0280
C 0.0912 0.0606 0.0708
C -0.0592 0.0095 -0.0102
C -0.0218 -0.0111 -0.0377
C 0.0424 0.0125 0.0144
C -0.0197 -0.0030 -0.0434
C -0.0280 -0.0323 0.0786
C 0.1368 -0.0405 -0.1017
O -0.1536 0.0796 0.0483
H 0.0070 -0.0381 -0.0016
H 0.0070 -0.0054 0.0002
H -0.0149 -0.0076 -0.0002
H 0.0002 -0.0019 0.0018
H 0.0019 -0.0015 0.0022
H -0.0003 0.0043 0.0034
H 0.0113 0.0030 -0.0046
N -0.0370 -0.0424 -0.0177
C 0.0062 0.0117 -0.0005
C 0.0109 -0.0092 -0.0061
C -0.0001 0.0003 0.0003
C 0.0002 0.0000 -0.0006
C -0.0011 0.0016 -0.0023
C -0.0013 -0.0022 -0.0023
C 0.0011 -0.0008 0.0019
H 0.0000 0.0011 0.0006
H 0.0001 0.0002 0.0012
H -0.0001 0.0000 0.0003
H 0.0003 0.0001 0.0005
H 0.0009 0.0012 0.0005
C -0.0224 0.0156 -0.0031
N -0.0064 0.0059 0.0022
C 0.0122 0.0032 0.0230
C -0.0027 0.0152 0.0029
C -0.0891 -0.0396 0.0705
C -0.0175 0.0056 -0.0174
C 0.0181 -0.0144 -0.0069
C 0.0066 0.0195 0.0095
C -0.0070 0.0078 -0.0876
C 0.1432 0.1251 0.0296
H 0.0010 0.0013 0.0022
H 0.0023 0.0012 -0.0001
H 0.0001 -0.0048 0.0013
H 0.0124 -0.0245 -0.0284
H 0.0035 0.0054 -0.0079
H 0.0022 0.0019 0.0040
H -0.0065 -0.0016 -0.0002
H -0.0172 0.0025 -0.0043
H 0.0233 -0.0098 0.0029
H -0.0020 -0.0009 0.0046
H -0.0014 0.0000 0.0021
H -0.0020 0.0033 0.0001
H 0.0059 -0.0103 0.0083

Results
Energy (Eh): -1804.0609
HOMO-LUMO gap (eV): 6.21
Total charge: +2

Results of the Löwdin charge analysis, in e, for atoms 1 through 6:
1 Pd 0.9669
2 N 0.0996
3 C -0.8260
4 S 0.7008
5 N 0.0201
6 N -0.1542

Q: Among the records above, which one has the highest energy?
A: C24H25N3O6